Entry 1:
Molecular formula: C41H37F5MnP2S
Method: DFT, ωB97M-V with the def2-TZVPD basis set

2S+1: 6
Frontier orbital gap (spin up / spin down) in eV: 4.6 / 8.1
Expectation value of S²: 8.8772

Each line ends with the Löwdin spin population.
Atoms and positions in Å:
Mn (0.327, 0.130, -0.572)  4.10
C (4.303, 1.275, -5.153)  0.00
C (4.424, 2.278, -4.274)  0.00
C (4.252, 3.738, -4.610)  0.00
C (3.110, 4.078, -5.608)  0.00
C (1.848, 3.275, -5.518)  0.00
C (1.635, 2.144, -6.197)  0.00
C (2.617, 1.486, -7.108)  0.00
C (4.085, 1.485, -6.631)  0.00
C (-1.633, 0.066, -0.101)  -0.06
H (4.485, 0.233, -4.872)  0.00
H (4.790, 2.069, -3.266)  0.00
H (5.197, 4.109, -5.047)  0.00
H (4.116, 4.322, -3.686)  0.00
H (2.841, 5.137, -5.443)  0.00
H (3.506, 4.001, -6.631)  0.00
H (1.054, 3.799, -4.986)  0.00
H (0.646, 1.721, -6.294)  0.00
H (2.571, 1.994, -8.085)  0.00
H (2.291, 0.454, -7.299)  0.00
H (4.613, 0.682, -7.176)  0.00
H (4.552, 2.436, -6.925)  0.00
H (-1.811, -1.016, -0.005)  0.01
H (-2.498, 0.528, -0.599)  0.00
H (-1.541, 0.522, 0.901)  0.01
P (2.491, 0.800, -0.910)  0.11
P (-0.668, 1.332, -2.199)  0.05
C (2.086, 1.940, -2.217)  0.25
C (0.833, 2.180, -2.699)  0.25
C (3.385, 1.681, 0.395)  0.02
C (4.278, 2.727, 0.138)  0.01
C (4.962, 3.328, 1.202)  0.00
C (4.717, 2.919, 2.520)  0.01
C (3.773, 1.917, 2.773)  0.00
C (3.113, 1.295, 1.720)  0.01
C (3.427, -0.659, -1.461)  0.03
C (2.798, -1.610, -2.286)  0.02
C (3.470, -2.787, -2.615)  0.00
C (4.782, -3.005, -2.172)  0.01
C (5.406, -2.054, -1.353)  0.00
C (4.729, -0.886, -0.994)  0.01
C (-1.910, 2.629, -1.883)  0.02
C (-1.767, 3.413, -0.725)  0.00
C (-2.761, 4.328, -0.381)  0.00
C (-3.884, 4.504, -1.197)  0.00
C (-4.020, 3.720, -2.348)  0.00
C (-3.038, 2.788, -2.697)  0.00
C (-1.283, 0.238, -3.532)  0.02
C (-2.035, -0.902, -3.205)  0.00
C (-2.477, -1.748, -4.217)  0.00
C (-2.180, -1.483, -5.556)  0.00
C (-1.417, -0.354, -5.876)  0.00
C (-1.001, 0.518, -4.867)  0.00
H (2.935, 2.488, -2.626)  0.01
H (0.661, 3.002, -3.396)  0.01
H (4.439, 3.061, -0.890)  0.00
H (5.698, 4.101, 0.990)  0.00
H (5.267, 3.376, 3.344)  0.00
H (3.570, 1.600, 3.795)  0.00
H (2.383, 0.503, 1.900)  0.00
H (1.787, -1.417, -2.651)  0.01
H (2.974, -3.541, -3.228)  0.00
H (5.309, -3.917, -2.469)  0.00
H (6.423, -2.227, -0.997)  0.00
H (5.217, -0.147, -0.359)  0.00
H (-0.886, 3.280, -0.093)  0.00
H (-2.658, 4.915, 0.529)  0.00
H (-4.635, 5.257, -0.941)  0.00
H (-4.896, 3.835, -2.983)  0.00
H (-3.155, 2.177, -3.594)  0.00
H (-2.273, -1.100, -2.162)  0.00
H (-3.079, -2.613, -3.960)  0.00
H (-2.555, -2.134, -6.347)  0.00
H (-1.168, -0.128, -6.909)  0.00
H (-0.461, 1.436, -5.091)  0.00
F (-3.167, -2.309, 5.471)  0.00
C (-2.230, -2.142, 4.518)  0.00
C (-2.016, -3.135, 3.559)  0.00
F (-2.764, -4.256, 3.583)  0.00
C (-1.070, -2.933, 2.552)  0.00
F (-0.961, -3.874, 1.589)  0.00
C (-0.319, -1.735, 2.454)  0.01
S (0.743, -1.446, 1.100)  0.06
C (-0.518, -0.780, 3.477)  0.00
F (0.128, 0.409, 3.428)  0.00
C (-1.462, -0.974, 4.489)  0.00
F (-1.687, -0.009, 5.402)  0.00

Entry 2:
Molecular formula: C9H20BrNO5SSi
Method: DFT, ωB97M-V with the def2-TZVPD basis set

Frontier orbital gap in eV: 10.1
SMILES: [H]/N=C\C[Si@H](CCCCS(=O)(=O)O)CC(=O)Br.CO

Each line ends with the Mulliken charge.
Atoms and positions in Å:
N (2.498, -1.598, 1.706)  -0.70
C (2.218, -2.499, 0.862)  -0.18
C (1.314, -2.368, -0.338)  -0.49
Si (-0.488, -1.881, 0.028)  -0.13
C (-0.738, -1.120, 1.717)  -0.51
C (-0.494, 0.389, 1.951)  -1.38
C (-0.056, 1.234, 0.755)  -0.12
C (-1.239, 1.588, -0.160)  -0.68
S (-0.926, 1.731, -1.911)  1.23
O (-0.590, 3.094, -2.191)  -0.68
O (-1.967, 1.060, -2.626)  -0.62
O (0.421, 0.916, -2.139)  -0.51
C (-1.529, -3.471, -0.040)  -0.64
C (-2.921, -3.392, -0.587)  0.30
O (-3.524, -4.264, -1.101)  -0.45
Br (-3.778, -1.640, -0.393)  -0.14
H (2.025, -0.720, 1.477)  0.27
H (2.687, -3.473, 1.012)  0.41
H (1.275, -3.326, -0.865)  0.38
H (1.769, -1.659, -1.035)  0.30
H (-0.923, -1.008, -1.084)  -0.15
H (-0.089, -1.688, 2.391)  0.68
H (-1.758, -1.377, 2.013)  0.50
H (-1.402, 0.841, 2.358)  0.38
H (0.259, 0.501, 2.734)  0.33
H (0.355, 2.167, 1.146)  0.30
H (0.758, 0.779, 0.188)  0.35
H (-2.036, 0.845, -0.087)  0.19
H (-1.648, 2.561, 0.109)  0.49
H (0.182, 0.018, -2.416)  0.38
H (-1.017, -4.261, -0.592)  0.38
H (-1.652, -3.827, 0.990)  0.45
C (2.444, 4.313, -0.426)  -0.51
O (1.634, 4.846, -1.454)  -0.53
H (3.276, 4.999, -0.275)  0.29
H (1.904, 4.224, 0.524)  0.19
H (2.855, 3.332, -0.690)  0.21
H (0.897, 4.241, -1.596)  0.39

Entry 3:
Molecular formula: C13H37B3Br3O6S3V
Method: DFT, ωB97M-V with the def2-TZVPD basis set

2S+1: 4
Frontier orbital gap (spin up / spin down) in eV: 4.6 / 7.9
Expectation value of S²: 3.7561
Charge: -1

Each line ends with the Löwdin spin population.
Atoms and positions in Å:
V (0.678, 1.606, -0.103)  2.65
B (2.712, 1.616, -0.755)  0.03
H (2.565, 2.379, -0.006)  0.01
H (1.917, 1.767, -1.468)  0.00
H (3.714, 1.743, -1.135)  0.01
H (2.586, 0.580, -0.481)  0.01
B (0.004, -0.334, -0.783)  0.04
H (0.719, -0.125, -1.563)  0.01
H (-0.820, 0.357, -0.876)  0.00
H (-0.451, -1.305, -0.903)  0.01
H (0.536, -0.338, 0.155)  0.01
B (-0.439, 2.963, -1.337)  0.09
H (-0.925, 2.467, -0.511)  0.01
H (-0.949, 3.879, -1.591)  0.01
H (0.497, 3.361, -0.975)  0.01
H (-0.428, 2.302, -2.189)  0.02
C (2.427, -4.311, -1.604)  0.00
Br (3.427, -3.747, -0.004)  0.00
Br (3.182, -3.148, -3.042)  0.00
Br (0.522, -3.882, -1.314)  0.00
H (2.519, -5.386, -1.758)  0.00
C (4.707, 2.023, 2.569)  0.00
C (4.000, 2.134, 3.942)  0.00
C (2.869, 1.074, 4.205)  0.00
S (2.832, 0.198, 2.545)  0.01
O (1.802, 0.921, 1.764)  0.03
O (2.680, -1.273, 2.747)  0.00
C (4.482, 0.549, 2.028)  0.00
H (5.731, 2.396, 2.540)  0.00
H (4.134, 2.755, 2.000)  0.00
H (3.567, 3.100, 4.203)  0.00
H (4.796, 2.016, 4.677)  0.00
H (1.897, 1.330, 4.628)  0.00
H (3.263, 0.288, 4.850)  0.00
H (4.543, 0.552, 0.940)  0.00
H (5.044, -0.274, 2.469)  0.00
C (-2.734, -0.431, -5.001)  0.00
C (-1.976, -0.662, -3.627)  0.00
C (-2.453, -2.038, -3.011)  0.00
S (-2.778, -3.215, -4.304)  0.00
O (-4.014, -3.909, -4.055)  0.00
O (-1.637, -4.092, -4.503)  0.00
C (-3.047, -1.855, -5.618)  0.00
H (-2.113, 0.177, -5.659)  0.00
H (-3.677, 0.106, -4.900)  0.00
H (-1.820, 0.187, -2.962)  0.00
H (-0.925, -0.913, -3.770)  0.00
H (-3.437, -1.868, -2.573)  0.00
H (-1.773, -2.372, -2.228)  0.00
H (-4.136, -1.891, -5.660)  0.00
H (-2.581, -2.070, -6.580)  0.00
C (-3.880, 0.692, 3.354)  0.00
C (-3.715, -0.168, 2.053)  0.00
C (-2.377, -0.922, 2.011)  0.00
S (-1.254, 0.440, 2.574)  0.01
O (-0.871, 1.335, 1.441)  0.03
O (-0.275, -0.107, 3.505)  0.00
C (-2.517, 1.453, 3.558)  0.00
H (-4.024, 0.057, 4.228)  0.00
H (-4.811, 1.253, 3.446)  0.00
H (-3.725, 0.446, 1.153)  0.00
H (-4.619, -0.772, 1.969)  0.00
H (-2.116, -1.270, 1.011)  0.00
H (-2.558, -1.752, 2.694)  0.00
H (-2.523, 2.436, 3.086)  0.00
H (-1.975, 1.493, 4.503)  0.00

Entry 4:
Molecular formula: C15H17NO7P
Method: DFT, ωB97M-V with the def2-TZVPD basis set

Frontier orbital gap in eV: 3.5
Charge: -1

Each line ends with the Mulliken charge.
Atoms and positions in Å:
C (-3.096, -1.759, 4.990)  -1.22
C (-3.232, -0.920, 3.721)  -0.38
C (-2.621, 0.490, 3.867)  -0.62
N (-1.355, 0.598, 3.195)  -0.26
P (-0.141, 1.318, 3.913)  0.78
O (0.715, 0.661, 4.938)  -0.78
O (0.776, 1.844, 2.681)  -0.53
O (-0.630, 2.783, 4.511)  -0.55
H (-3.313, -2.816, 4.813)  0.37
H (-2.074, -1.683, 5.370)  0.30
H (-3.767, -1.400, 5.776)  0.29
H (-4.289, -0.863, 3.433)  0.28
H (-2.694, -1.407, 2.905)  0.25
H (-3.348, 1.226, 3.478)  0.17
H (-2.553, 0.683, 4.957)  0.33
H (0.176, 1.841, 1.922)  0.31
H (-1.380, 2.654, 5.106)  0.30
C (-0.929, -0.356, -1.435)  -0.57
C (-0.736, -1.595, -1.874)  -0.40
C (0.500, -2.345, -1.540)  0.47
O (0.693, -3.466, -1.969)  -0.62
C (1.500, -1.671, -0.676)  -0.34
C (1.309, -0.432, -0.234)  -0.35
C (0.085, 0.330, -0.596)  0.60
O (-0.071, 1.465, -0.212)  -0.64
H (-1.814, 0.220, -1.675)  0.47
H (-1.447, -2.107, -2.509)  0.43
H (2.380, -2.251, -0.425)  0.45
H (2.008, 0.082, 0.415)  0.47
C (2.421, -0.638, -4.344)  -0.25
C (3.603, -0.031, -4.391)  -0.41
C (3.723, 1.392, -4.795)  0.37
O (4.801, 1.943, -4.854)  -0.56
C (2.470, 2.118, -5.128)  -0.37
C (1.287, 1.513, -5.081)  -0.42
C (1.171, 0.085, -4.692)  0.47
O (0.097, -0.474, -4.645)  -0.55
H (2.303, -1.675, -4.052)  0.47
H (4.529, -0.534, -4.141)  0.42
H (2.584, 3.158, -5.407)  0.41
H (0.359, 2.019, -5.316)  0.42